# 1
Entry from the OMol25 dataset: the molecule C4H10N2 at a distorted geometry (the ωB97M-V functional and the def2-TZVPD basis).

The structure (SMILES) is C=NNC(C)C. For the relative energy (zero: lowest compared OMol25 entry of this formula, charge and spin), the calculation gives 2.9500 eV. The orbital gap is 9.7 eV. As for the strongest force on any atom: 3.95 eV/Å.

Last column: Mulliken charge in e.
Atoms and positions in Å:
C 1.68453 -1.03010 -0.05801  -1.2108
C 0.55526 -0.04400 -0.38708  0.3908
C 0.94989 1.37996 0.07463  -1.1493
C -2.93877 -0.10447 0.08196  -0.4017
H 2.29054 -0.97907 0.93555  0.2780
H 2.59272 -0.82003 -0.84894  0.2948
H 1.32249 -2.12636 -0.25220  0.3330
H 0.49253 0.11810 -1.44691  0.2514
H 0.16829 2.12984 -0.45505  0.2874
H 0.83583 1.48481 1.16334  0.3140
H 2.14008 1.57490 0.02573  0.2903
H -0.74396 -0.58209 1.08818  0.3667
H -3.01625 -0.77374 0.91983  0.2630
H -3.84658 0.24040 -0.31170  0.2870
N -0.70033 -0.54974 0.01714  -0.1016
N -1.78628 0.08159 -0.54648  -0.4930

=====

# 2
Entry from the OMol25 dataset: a structure of composition C2H2Br2I2 at a distorted geometry (the ωB97M-V functional and the def2-TZVPD basis).

For the relative energy (zero: lowest compared OMol25 entry of this formula, charge and spin), the calculation gives 0.6750 eV. The orbital gap is 7.6 eV. As for the strongest force on any atom: 3.16 eV/Å.

Last column: Mulliken charge in e.
Atoms and positions in Å:
C 0.15824 0.26381 0.47782  -0.6795
C 1.27662 1.20811 0.77137  -0.5184
Br -1.45986 0.72088 1.61397  -0.1111
Br 2.22810 0.85658 2.29722  0.0746
I 0.67791 3.31031 0.33437  0.2421
I 2.60504 0.72024 -1.32047  0.0692
H 0.58798 -0.72376 0.74729  0.4669
H -0.00838 0.34496 -0.57516  0.4563

=====

# 3
Entry from the OMol25 dataset: a structure of composition C35H40HgN4P2 at a distorted geometry (the ωB97M-V functional and the def2-TZVPD basis).

For the relative energy (zero: lowest compared OMol25 entry of this formula, charge and spin), the calculation gives 4.9525 eV. The orbital gap (spin up / spin down) is 4.5 / 4.5 eV. As for the strongest force on any atom: 4.77 eV/Å.

Last column: Mulliken charge in e.
Atoms and positions in Å:
Hg -0.17741 2.25442 0.19786  1.3632
C -1.61891 1.76434 -4.02303  -0.6800
C -1.59560 0.45410 -3.83429  0.3082
C -0.77017 -0.51495 -4.58568  -1.0247
C 0.73163 -0.07287 -4.86689  -1.2407
C 1.28556 0.68615 -3.70994  -0.1014
C 1.00531 1.95060 -3.29159  0.1191
C 0.45860 2.96829 -4.26215  -1.4227
C -0.73661 2.44592 -5.04497  -0.8082
C 1.42317 2.24517 1.89722  -1.3629
H -2.29710 2.42856 -3.48061  0.3606
H -2.40285 -0.06893 -3.30963  0.5093
H -1.23495 -0.73903 -5.57206  0.4160
H -0.71063 -1.47876 -4.06018  0.3219
H 1.32160 -1.02377 -4.97638  0.3978
H 0.77320 0.46440 -5.83080  0.4006
H 2.10358 0.15903 -3.25348  0.4293
H 1.32644 2.29124 -2.31177  0.6937
H 1.23442 3.22868 -5.01076  0.3362
H 0.14564 3.84587 -3.70398  0.3400
H -1.30093 3.26591 -5.50556  0.5048
H -0.40219 1.76488 -5.85832  0.1902
H 1.06607 2.49266 2.90470  0.4419
H 2.34179 2.78068 1.69207  0.3668
H 1.85203 1.23798 1.94841  0.2709
P 1.67068 -0.41082 -0.07103  0.6344
P -1.49018 -0.95746 0.95691  -0.2647
N 3.04411 0.62768 -0.93527  0.9489
N 2.75692 -1.65773 0.34772  0.7275
N -2.43064 0.25768 0.20836  0.3628
N -2.95295 -2.01139 1.23384  0.4627
C 0.50789 -1.36852 -1.11823  0.2941
C -0.81464 -1.92554 -0.48120  -1.0280
C 3.01068 2.02605 -0.88193  -0.7443
C 4.08395 2.55357 -1.55825  -0.8365
C 4.86043 1.46107 -2.03496  -0.8579
C 4.20948 0.29225 -1.62540  -0.6312
C 3.64244 -1.42379 1.41703  -0.6614
C 4.31001 -2.60207 1.70764  -0.6704
C 3.84131 -3.59766 0.80058  -0.5984
C 2.91785 -2.99732 -0.02869  -0.4282
C -2.30298 1.65847 0.55870  -1.2788
C -3.01146 2.34138 -0.48236  -0.5422
C -3.47366 1.43475 -1.42629  -0.7832
C -3.16740 0.16753 -0.95134  -0.1361
C -3.91418 -2.50688 0.35627  -0.0417
C -4.94362 -3.09202 1.06617  -0.7831
C -4.61383 -2.96774 2.44994  -0.5303
C -3.38906 -2.30623 2.52541  -0.5053
H 1.09001 -2.20532 -1.52252  0.7500
H 0.24168 -0.69674 -1.95007  -1.7048
H -1.62535 -1.96119 -1.23676  0.5399
H -0.73651 -3.00197 -0.21110  0.3895
H 2.21265 2.51460 -0.32224  0.4006
H 4.29087 3.61254 -1.67230  0.4706
H 5.78145 1.53102 -2.57949  0.4709
H 4.51893 -0.72763 -1.74504  0.4899
H 3.69849 -0.43761 1.82957  0.4509
H 5.07910 -2.69986 2.44855  0.4570
H 4.19200 -4.61821 0.73999  0.4396
H 2.38065 -3.39636 -0.87583  0.4385
H -2.51255 1.85754 1.59357  0.5984
H -3.06651 3.41882 -0.54733  0.5315
H -3.89783 1.60798 -2.39299  0.9302
H -3.46962 -0.73304 -1.43525  0.2460
H -3.78405 -2.47517 -0.72130  0.2825
H -5.83340 -3.56115 0.61843  0.3848
H -5.20503 -3.32677 3.29177  0.4218
H -2.74776 -2.03165 3.35552  0.3326
C -0.55431 0.41159 2.39795  0.9525
C -0.40901 0.37671 3.65113  -1.1513
C -0.47738 0.12707 5.03351  0.2188
C -1.60326 0.52036 5.76429  -0.5556
C -1.57258 0.44128 7.17083  -0.3825
C -0.47195 -0.10562 7.86525  -0.5190
C 0.53619 -0.70877 7.07322  -0.3409
C 0.53785 -0.63170 5.69495  -0.6290
H -2.47838 0.81009 5.18115  0.3665
H -2.44032 0.78735 7.73446  0.3472
H -0.40732 -0.09460 8.96798  0.3546
H 1.32107 -1.25651 7.57852  0.3616
H 1.23933 -1.17287 5.03976  0.4180

=====

# 4
Entry from the OMol25 dataset: a cluster of 2 separate species, C5H8N2O2 in total at a distorted geometry (the ωB97M-V functional and the def2-TZVPD basis).

The structure (SMILES) is Oc1cc[nH]n1.CC=O. For the relative energy (zero: lowest compared OMol25 entry of this formula, charge and spin), the calculation gives 3.1120 eV. The orbital gap is 9.5 eV. As for the strongest force on any atom: 4.80 eV/Å.

Last column: Mulliken charge in e.
Atoms and positions in Å:
C -2.09444 0.43907 1.69630  -0.6238
C -2.16278 1.57416 0.89110  -0.5238
C -1.03903 -0.25854 1.10632  0.4084
C 2.23999 -0.11517 -1.11054  -0.9326
C 1.74917 -1.47612 -1.38412  0.2349
N -1.22345 1.38128 -0.10647  -0.1370
N -0.38634 0.36454 0.12001  -0.2545
O -0.46348 -1.39796 1.61924  -0.5219
O 1.05672 -2.20811 -0.68325  -0.5694
H -2.67603 0.13061 2.48064  0.4465
H -2.76308 2.38977 0.86597  0.4983
H 1.67045 0.32327 -0.18473  0.2946
H 3.28073 -0.24397 -1.10365  0.3906
H 1.77594 0.59160 -1.81238  0.2673
H 2.06157 -1.69623 -2.40361  0.3456
H -1.03979 2.01884 -0.93789  0.2197
H 0.01384 -1.81704 0.94706  0.4571

=====

# 5
Entry from the OMol25 dataset: a cluster of 2 separate species, C4H9O in total at a distorted geometry (the ωB97M-V functional and the def2-TZVPD basis).

As for the spin multiplicity: 2. As for the total charge: -2. For the relative energy (zero: lowest compared OMol25 entry of this formula, charge and spin), the calculation gives 1.5655 eV. The orbital gap (spin up / spin down) is 2.9 / 6.7 eV. As for the strongest force on any atom: 4.16 eV/Å.

Last column: Mulliken spin population.
Atoms and positions in Å:
C 1.32731 1.59853 -0.00035  0.1170
O 1.91866 0.65245 -0.63684  -0.0274
H 1.25517 1.27525 1.19372  -0.0202
H 0.31847 1.93371 -0.35392  -0.0162
H 1.94228 2.61570 0.17316  -0.0017
C -2.02387 -0.20652 0.72213  4.0965
C -0.77726 -0.57739 -0.07624  -1.4223
C -0.38371 -1.86217 -0.24326  0.9208
H -1.60857 0.50188 1.45519  -0.3110
H -2.48177 -0.98732 1.26086  -1.0146
H -2.71872 0.35013 0.09714  -0.7669
H -0.47976 0.22706 -0.66060  0.0453
H 0.58635 -2.12718 -0.62522  0.1094
H -1.01753 -2.72354 0.14073  -0.7088

=====

The lowest relative energy (zero: lowest compared OMol25 entry of this formula, charge and spin) belongs to which entry?
C2H2Br2I2

=====

relative energy (zero: lowest compared OMol25 entry of this formula, charge and spin) of number 4 (C5H8N2O2)?
3.1120 eV

=====

Look up the strongest force on any atom of the fourth one.
4.80 eV/Å

=====

Which of these has the highest strongest force on any atom?
C5H8N2O2